--- w ---
A 6-piece molecular cluster, C15H42O6 overall. Source: the OMol25 dataset; level of theory: the ωB97M-V functional and the def2-TZVPD basis.

Each line ends with the Löwdin charge.
Cartesian coordinates (Å):
C -2.540 -2.580 -1.436  -0.516
H 2.263 2.543 -0.199  0.039
H 3.244 -0.589 -1.972  0.082
H 2.870 3.741 2.223  0.126
H -0.942 -1.451 1.750  0.068
H -4.188 -2.159 -0.507  0.127
H -3.504 2.205 1.862  0.091
H -1.410 -3.884 -0.263  0.091
C -2.368 -1.327 -2.330  -0.041
O 2.993 2.694 0.444  -0.103
H 0.997 4.285 0.600  0.082
H -1.939 -0.492 -1.765  0.059
H 2.915 1.139 2.777  0.081
H 3.570 -2.243 1.857  0.065
H 2.896 0.427 -0.529  0.060
H 0.180 2.738 1.016  0.063
C 0.989 0.070 -3.359  -0.047
C 2.761 0.320 -1.604  -0.060
H -0.749 -3.489 -1.954  0.107
H -3.292 -0.931 -2.886  0.101
H 0.246 -3.329 2.672  0.053
H -1.905 0.533 0.778  0.067
O -1.829 -0.987 1.992  -0.083
C -2.768 2.039 -0.151  -0.456
H -0.117 1.386 -1.044  0.037
O 0.766 1.551 -1.399  -0.061
H -3.892 3.569 0.901  0.089
H 1.736 -1.001 1.472  0.049
H -1.753 -1.604 -3.211  0.075
H 1.485 -0.861 -3.639  0.074
H 1.532 2.044 3.545  0.090
C -2.991 2.898 1.107  -0.064
C 2.007 1.744 2.587  -0.068
C 1.306 -3.332 2.578  -0.062
H -0.662 -2.398 -0.568  0.053
C -1.262 -3.157 -1.041  -0.062
H 1.304 -3.489 0.307  0.134
H -3.660 1.378 -0.327  0.138
H -3.072 -3.354 -1.935  0.126
C 0.821 3.570 1.408  -0.071
C 1.278 0.322 -1.873  -0.506
C 3.258 -2.973 1.158  -0.050
H 3.611 -4.004 1.397  0.098
O -1.633 1.193 0.094  -0.123
H -1.459 3.232 -1.478  0.086
C 1.706 -2.905 1.162  -0.410
H 1.261 1.182 2.026  0.056
C 2.229 3.000 1.731  -0.400
H 3.184 1.224 -2.078  0.098
H 1.472 0.869 -3.978  0.097
H 1.710 -2.654 3.405  0.117
H 0.796 -0.502 -1.318  0.115
O -3.233 -2.226 -0.267  -0.063
H 3.628 -2.788 0.177  0.061
H -0.068 -0.055 -3.524  0.043
H 1.676 -4.333 2.729  0.072
H -2.106 3.424 1.562  0.078
H 0.344 4.107 2.241  0.081
H -3.248 3.672 -1.553  0.065
O 1.194 -1.527 0.895  -0.088
H -2.461 -1.523 1.506  0.008
C -2.519 2.879 -1.482  -0.025
H -2.653 2.167 -2.284  0.058

Frontier orbital gap = 10.0 eV
Net charge = 0
Lowest unoccupied orbital energy = 0.4761 eV
Structure (SMILES) = CC(C)O.CC(C)O.CC(C)O.CC(C)O.CC(C)O.O



--- x ---
A 6-piece molecular cluster, C15H42O6 overall. Source: the OMol25 dataset; level of theory: the ωB97M-V functional and the def2-TZVPD basis.

Each line ends with the Löwdin charge.
Cartesian coordinates (Å):
H 0.924 -1.791 2.071  0.066
H 4.018 1.254 -2.918  0.076
H -0.227 -2.370 -2.302  0.058
H -2.510 2.894 2.786  0.127
C -0.656 1.764 2.387  -0.045
C 1.002 -1.683 -4.075  -0.450
H 0.650 -1.856 -6.262  0.078
O 2.374 -1.416 -4.227  -0.067
H 2.641 2.306 0.977  0.080
H 2.569 -1.913 2.505  0.077
C 0.006 -1.783 4.901  -0.055
H -3.570 -1.956 -1.440  0.085
H -2.793 4.064 0.828  0.085
H -2.400 -1.629 -0.209  0.063
H 0.202 1.676 1.721  0.052
C -3.677 0.072 -0.654  -0.567
H -2.525 2.454 0.447  0.049
H 4.922 0.765 -1.613  0.079
H -5.744 0.053 -0.110  0.079
C 2.987 1.516 0.311  -0.074
H -3.422 0.543 0.295  0.108
C -1.998 3.318 0.852  -0.059
H 0.561 -0.694 -3.951  0.131
C 0.516 -2.429 -5.344  -0.054
H -0.268 1.563 3.386  0.069
H 0.078 0.727 -0.877  0.041
H -1.952 0.297 -1.389  0.030
C 3.240 2.024 -1.103  -0.478
H 1.047 -3.372 -5.474  0.077
C 0.768 -2.506 -2.727  -0.042
H 0.426 -0.616 -0.272  0.034
C 3.878 0.859 -1.912  -0.042
C -3.423 -1.404 -0.512  -0.049
H 3.261 -0.040 -1.916  0.069
H 1.085 -3.356 3.938  0.131
H 1.053 -3.555 -2.800  0.072
H 3.929 2.867 -1.067  0.137
H 2.406 0.594 0.350  0.059
H 0.033 -0.719 5.136  0.072
C -1.554 3.020 2.276  -0.433
C -5.108 0.493 -0.878  -0.043
H 2.819 -3.069 5.156  0.088
H -1.532 4.893 2.579  0.065
H 2.724 -2.015 -4.891  0.079
H -5.415 -0.014 -1.793  0.083
O 1.975 2.374 -1.620  -0.050
C 1.268 -2.310 4.185  -0.469
H -5.171 1.581 -0.867  0.084
H -1.196 0.863 2.099  0.068
O -0.907 4.214 2.842  -0.064
H 1.403 -2.112 -1.934  0.048
H -0.538 -2.619 -5.142  0.079
H -1.207 3.331 0.102  0.085
H 1.824 3.322 -1.639  0.094
C 1.609 -1.568 2.889  -0.061
O -2.825 0.648 -1.583  -0.042
H -4.087 -1.794 0.260  0.081
H -0.895 -1.936 4.307  0.073
H 3.944 1.229 0.748  0.079
H 1.642 -0.478 2.914  0.069
O 2.404 -2.212 5.031  -0.050
O -0.309 -0.108 -0.615  -0.039
H -0.281 -2.257 5.839  0.071

Frontier orbital gap = 10.2 eV
Net charge = 0
Lowest unoccupied orbital energy = 0.5741 eV
Structure (SMILES) = CC(C)O.CC(C)O.CC(C)O.CC(C)O.CC(C)O.O



Relative energies, unit eV: w 0.000; x 0.710



--- w ---
One molecule with the formula C7H9NS2. Source: the OMol25 dataset; level of theory: the ωB97M-V functional and the def2-TZVPD basis.

Each line ends with the Löwdin charge.
Cartesian coordinates (Å):
C 2.545 0.062 -0.516  -0.156
C -0.296 -1.214 0.059  -0.243
H 0.967 -2.750 0.854  0.113
H -3.609 1.279 0.655  -0.022
S -2.346 0.121 -0.849  0.866
H -0.098 1.943 -1.797  0.137
H 2.217 1.877 -1.472  0.110
H 3.577 0.352 -0.547  0.097
H -2.053 1.628 1.140  0.023
C 0.935 -1.726 0.352  -0.100
S 0.856 2.169 0.418  0.895
H -2.656 0.067 1.526  0.020
H 3.139 -1.816 0.344  0.133
N -0.720 -0.155 -0.674  -0.447
C 0.280 1.261 -0.926  -0.525
C 1.695 1.154 -0.826  -0.572
C 2.241 -1.107 0.066  -0.108
H -1.077 -1.604 0.723  0.104
C -2.713 0.847 0.810  -0.326

Frontier orbital gap = 8.0 eV
Net charge = 0
Lowest unoccupied orbital energy = 0.2684 eV
Structure (SMILES) = CSN1C=CC=C[C@@H]2S[C@@H]21



--- x ---
C7H9NS2 as an isolated structure. Source: the OMol25 dataset; level of theory: the ωB97M-V functional and the def2-TZVPD basis.

Each line ends with the Löwdin charge.
Cartesian coordinates (Å):
C 0.606 2.564 -1.862  -0.369
H 0.091 3.539 -1.679  0.026
C 0.407 -1.494 1.778  -0.128
H 0.532 -1.530 -1.823  0.104
H 0.918 -1.849 2.714  0.106
S 2.263 -0.635 -0.276  0.888
H -0.840 -0.959 3.188  0.104
N -0.511 0.369 -0.770  -0.436
H 1.307 2.794 -2.802  0.072
H -2.400 0.620 -0.371  0.095
C -1.539 0.131 0.043  -0.256
C -1.717 -0.334 1.267  -0.121
C 0.758 -1.128 -0.795  -0.523
H -2.598 -0.105 1.765  0.080
C -0.739 -0.884 2.110  -0.131
H 1.285 2.396 -1.045  0.002
H 1.648 -2.780 0.313  0.096
C 1.084 -1.851 0.476  -0.440
S -0.554 1.136 -2.230  0.832

Frontier orbital gap = 8.0 eV
Net charge = 0
Lowest unoccupied orbital energy = 0.4122 eV



Relative energies, unit eV: w 0.000; x 0.825



--- w ---
One molecule with the formula C6H11N. Source: the OMol25 dataset; level of theory: the ωB97M-V functional and the def2-TZVPD basis.

Each line ends with the Löwdin charge.
Cartesian coordinates (Å):
H -3.886 -1.809 -0.671  0.050
H -2.762 -1.013 -1.879  0.060
H -1.945 -1.838 0.991  0.099
H 1.347 1.515 -1.212  0.107
N 2.402 -0.161 -0.509  -0.009
H 0.423 2.261 0.928  0.112
H 1.324 1.249 1.816  0.106
H 3.033 -0.387 0.240  0.060
C -0.311 0.275 0.859  -0.118
C -0.738 -0.482 -0.147  -0.135
H -0.167 -0.533 -1.060  0.099
H 1.742 -0.923 -0.550  0.040
H 2.688 1.835 -0.216  0.107
C -1.922 -1.366 0.014  -0.182
C 1.831 1.167 -0.291  -0.290
C 0.823 1.243 0.844  -0.217
H -0.976 0.365 1.716  0.111
C -2.906 -1.396 -0.874  0.001

Frontier orbital gap = 9.9 eV
Net charge = 0
Lowest unoccupied orbital energy = 1.1024 eV
Structure (SMILES) = C=C/C=C/CCN



--- x ---
One molecule with the formula C6H11N. Source: the OMol25 dataset; level of theory: the ωB97M-V functional and the def2-TZVPD basis.

Each line ends with the Löwdin charge.
Cartesian coordinates (Å):
H 2.367 -0.533 -1.343  0.120
H -0.438 0.992 2.460  0.077
C -1.559 -0.238 -1.231  -0.075
C 0.057 0.938 0.335  -0.384
H 1.109 0.204 2.103  0.078
C -0.629 -0.402 -0.029  -0.342
C 0.449 1.032 1.817  -0.080
H -0.594 1.787 0.092  0.126
H -1.005 0.156 -2.091  0.086
C 1.348 1.004 -0.484  -0.023
H -2.010 -1.192 -1.528  0.076
H 0.371 -1.997 -1.190  0.116
H 0.984 1.964 2.019  0.074
H 0.978 -1.829 0.471  0.115
H -1.180 -0.822 0.819  0.135
C 0.574 -1.278 -0.388  -0.144
H -2.368 0.466 -1.009  0.078
N 1.544 -0.253 -0.824  -0.032

Frontier orbital gap = 9.1 eV
Net charge = 0
Lowest unoccupied orbital energy = 0.9724 eV



--- y ---
One molecule with the formula C6H11N. Source: the OMol25 dataset; level of theory: the ωB97M-V functional and the def2-TZVPD basis.

Each line ends with the Löwdin charge.
Cartesian coordinates (Å):
C 0.507 -0.546 0.631  -0.343
H 1.589 -2.436 0.570  0.085
H -1.940 1.931 0.372  0.080
C -0.400 0.604 -1.460  -0.072
H -1.528 -0.516 -0.012  0.137
H -1.374 1.116 1.841  0.080
H -0.224 -0.263 -2.106  0.076
H -0.163 -2.587 0.340  0.084
N 2.688 0.863 0.218  0.162
H -1.245 1.168 -1.867  0.080
C -0.691 0.197 -0.015  -0.409
C 1.739 0.238 0.434  -0.215
H 0.331 -0.598 1.714  0.143
C -1.089 1.411 0.824  -0.075
H -0.260 2.125 0.895  0.085
H 0.486 1.248 -1.505  0.078
C 0.713 -1.974 0.105  -0.057
H 0.863 -1.980 -0.979  0.080

Frontier orbital gap = 12.3 eV
Net charge = 0
Lowest unoccupied orbital energy = 0.9397 eV
Structure (SMILES) = CC(C)[C@@H](C)C#N



Relative energies, unit eV: w 1.708; x 1.599; y 0.000



--- w ---
C6H11N as an isolated structure. Source: the OMol25 dataset; level of theory: the ωB97M-V functional and the def2-TZVPD basis.

Each line ends with the Löwdin charge.
Cartesian coordinates (Å):
C -0.909 -1.992 -0.035  -0.093
H -0.790 -2.081 1.050  0.076
H 0.790 2.917 0.647  -0.008
C 0.197 0.318 0.004  -0.405
H -1.925 -0.093 -0.034  0.119
N 0.459 0.224 2.609  0.167
C 0.350 0.282 1.456  -0.243
C -1.011 -0.524 -0.451  -0.211
H -1.817 -2.535 -0.321  0.079
C -0.158 2.716 0.102  0.105
C 1.499 -0.065 -0.699  -0.043
H -1.097 -0.450 -1.543  0.120
H -0.054 -2.486 -0.506  0.072
H -0.066 1.428 -0.431  0.004
H 1.810 -1.061 -0.370  0.089
H 2.300 0.642 -0.481  0.089
H -0.923 2.665 0.906  -0.009
H 1.369 -0.070 -1.785  0.093

Frontier orbital gap (spin up / spin down) = 8.4 / 8.4 eV
Net charge = 0
Lowest unoccupied orbital energy (spin up / spin down) = -0.4522 / -0.4527 eV



--- x ---
One molecule with the formula C6H11N. Source: the OMol25 dataset; level of theory: the ωB97M-V functional and the def2-TZVPD basis.

Each line ends with the Löwdin charge.
Cartesian coordinates (Å):
C -2.024 1.553 -0.178  -0.013
H -1.193 -2.243 -2.346  0.126
C 1.276 -0.088 1.861  -0.095
H -2.646 0.713 -0.019  0.022
C -0.677 1.329 -0.205  -0.125
H 2.390 -0.123 2.381  0.118
C 0.197 0.078 -0.418  -0.287
H -2.544 2.486 -0.075  0.033
H 0.566 0.678 2.343  0.079
H 0.030 2.112 0.055  0.091
N -1.060 -1.756 -1.407  0.079
C 1.502 0.062 0.276  -0.247
H 0.600 -1.004 -2.239  0.095
H 2.151 -0.721 -0.021  0.086
H -1.203 -2.251 -0.592  0.059
H 0.675 -0.988 2.018  0.045
H 2.022 0.966 -0.002  0.091
C -0.061 -0.802 -1.433  -0.158

Frontier orbital gap = 7.5 eV
Net charge = 0
Lowest unoccupied orbital energy = 0.6131 eV
Structure (SMILES) = C=C/C(=C\N)CC



--- y ---
One molecule with the formula C6H11N. Source: the OMol25 dataset; level of theory: the ωB97M-V functional and the def2-TZVPD basis.

Each line ends with the Löwdin charge.
Cartesian coordinates (Å):
C 2.820 -0.358 -0.621  -0.035
H -2.150 -1.674 -1.912  0.089
H 0.858 -0.805 -0.087  0.072
H -3.031 -2.198 -0.263  0.054
H 3.649 0.418 -0.915  0.064
H -0.704 0.618 -1.382  0.130
N 1.178 0.916 0.944  -0.035
H -0.173 2.358 0.367  0.114
H -2.417 -0.467 1.000  0.073
C -2.041 -0.383 -0.002  -0.129
H 2.686 -1.242 -1.270  0.023
C -0.276 1.317 0.796  -0.206
C 1.617 -0.060 0.061  -0.265
H 1.768 1.457 1.500  0.096
H -0.760 1.269 1.844  0.136
C -1.031 0.590 -0.283  -0.133
C -2.187 -1.719 -0.776  -0.123
H -1.384 -2.473 -0.547  0.075

Frontier orbital gap = 8.6 eV
Net charge = 0
Lowest unoccupied orbital energy = 0.8918 eV
Structure (SMILES) = C=CNC/C=C/C



Relative energies, unit eV: w 1.013; x 0.342; y 0.000



--- w ---
One molecule with the formula C6H11N. Source: the OMol25 dataset; level of theory: the ωB97M-V functional and the def2-TZVPD basis.

Each line ends with the Löwdin charge.
Cartesian coordinates (Å):
H -0.203 0.378 -0.977  0.124
H -2.306 0.080 -1.522  0.121
H 1.993 0.113 1.457  0.143
H 2.302 -0.054 -1.597  0.080
C -0.040 -0.763 0.779  -0.123
N -1.139 -1.308 -0.255  -0.074
C -2.025 0.029 -0.357  -0.166
H -1.350 1.670 1.165  0.076
H -1.305 2.123 -0.754  0.146
H -3.076 -0.169 0.176  0.118
C 1.419 -0.038 0.423  -0.196
H 3.515 0.965 -0.324  0.123
C 0.117 0.606 0.114  -0.355
H -0.317 -1.028 1.810  0.121
H -0.666 -1.841 -0.974  0.072
H 3.329 -0.747 -0.233  0.033
C 2.700 0.082 -0.534  -0.097
C -1.161 1.361 0.168  -0.145

Frontier orbital gap = 9.2 eV
Net charge = 0
Lowest unoccupied orbital energy = 1.0109 eV
Structure (SMILES) = C[C@H]1[C@@H]2CCN[C@@H]12



--- x ---
C6H11N as an isolated structure. Source: the OMol25 dataset; level of theory: the ωB97M-V functional and the def2-TZVPD basis.

Each line ends with the Löwdin charge.
Cartesian coordinates (Å):
C -1.808 -0.626 -1.239  -0.288
H 1.658 1.357 -0.275  0.136
C 1.462 -0.055 2.882  -0.052
H 0.812 1.728 0.758  0.032
N 0.147 -0.089 0.158  -0.043
H 0.546 -0.759 -0.303  0.059
H -1.376 1.268 -0.648  0.149
H -2.615 -1.104 -0.401  0.174
H -0.175 0.665 -1.738  0.121
C 1.043 0.828 0.556  -0.308
H -1.530 -0.522 -3.497  0.117
H -2.842 -2.076 -2.957  0.158
H 1.895 -0.375 3.798  0.022
H 3.257 0.277 1.419  0.161
H 0.275 -0.179 3.015  0.111
C -0.756 0.329 -0.855  -0.281
C 2.012 0.374 1.749  -0.145
C -2.008 -1.041 -2.422  -0.121

Frontier orbital gap = 10.0 eV
Net charge = 0
Lowest unoccupied orbital energy = 1.0890 eV



--- y ---
C6H11N as an isolated structure. Source: the OMol25 dataset; level of theory: the ωB97M-V functional and the def2-TZVPD basis.

Each line ends with the Löwdin charge.
Cartesian coordinates (Å):
C -1.373 -1.155 -0.005  -0.154
H 0.624 -1.896 0.663  0.098
H 2.077 1.784 1.171  0.106
C -0.111 -1.152 0.943  -0.158
H -1.791 0.905 -0.935  0.114
H 2.539 0.276 0.220  0.124
H 0.519 2.350 -0.447  0.106
H -0.373 0.995 1.136  0.157
H -1.347 -0.391 -2.108  0.097
H 0.918 -0.503 -1.185  0.156
H -1.430 -2.134 -0.529  0.102
C 0.312 0.343 -0.775  -0.385
C 0.396 0.283 0.736  -0.288
C 1.722 0.994 0.495  -0.158
H -2.354 -0.929 0.460  0.103
N 1.146 1.579 -0.776  -0.003
C -1.146 -0.001 -1.098  -0.131
H -0.326 -1.347 2.032  0.112

Frontier orbital gap = 10.0 eV
Net charge = 0
Lowest unoccupied orbital energy = 1.2296 eV



--- z ---
One molecule with the formula C6H11N. Source: the OMol25 dataset; level of theory: the ωB97M-V functional and the def2-TZVPD basis.

Each line ends with the Löwdin charge.
Cartesian coordinates (Å):
H -0.732 2.392 0.247  0.075
C -0.271 -0.254 -0.148  -0.290
H -2.155 -0.570 -0.988  0.110
C 0.068 0.903 -1.065  -0.221
H 2.331 -0.909 -0.454  0.059
H 2.711 -1.153 1.347  0.055
C 0.199 2.225 -0.286  -0.094
C 1.994 -0.916 0.571  0.017
N -1.979 -1.820 0.683  0.038
H -2.336 -2.605 0.149  0.076
H 0.515 -0.528 1.939  0.108
C 0.738 -0.610 0.877  -0.159
H 0.997 2.184 0.444  0.063
C -1.463 -0.846 -0.204  -0.172
H 0.385 3.030 -0.995  0.067
H -0.762 1.050 -1.754  0.101
H -1.214 -2.207 1.240  0.070
H 0.972 0.634 -1.604  0.099

Frontier orbital gap = 9.2 eV
Net charge = 0
Lowest unoccupied orbital energy = 1.0947 eV
Structure (SMILES) = C=C/C(=C\N)CC



Relative energies, unit eV: w 6.224; x 5.852; y 1.110; z 0.000